C10H16ClFeHfS as an isolated structure, computed with wB97M-V/def2-TZVPD.

XYZ file:
```
30
Properties=species:S:1:pos:R:3:lowdin_spin:R:1
H -0.484 -0.566 -5.611 0.023
H -2.622 -0.675 0.184 0.002
H 2.122 1.445 -4.648 0.023
H -1.928 1.069 4.665 0.000
C -0.315 -0.368 4.862 0.000
C -0.499 1.237 3.050 0.000
C -0.859 1.096 -2.035 0.127
Hf -0.028 -0.127 -0.546 0.103
S 1.287 1.347 0.955 0.002
H -1.017 2.042 2.534 0.000
C 0.878 -0.863 4.300 0.000
H -1.617 -1.125 -4.305 0.025
C -1.638 -1.051 0.514 0.006
H 2.286 -0.687 2.658 0.000
H -0.099 -2.059 -4.646 0.026
H -0.538 2.146 -2.054 0.017
Cl 1.227 -1.728 -1.770 0.108
H 1.410 -1.680 4.795 0.000
H 2.984 0.354 -3.480 0.025
C 1.375 -0.314 3.123 0.000
H -0.700 -0.792 5.787 0.000
C 0.672 0.713 2.472 0.000
H 2.232 1.893 -2.890 0.025
C 2.154 1.063 -3.612 0.217
H -1.631 -0.934 1.606 0.000
Fe 0.441 0.060 -3.301 4.026
C -0.565 -1.064 -4.630 0.226
C -1.001 0.687 4.229 0.000
H -1.850 1.026 -2.531 0.016
H -1.677 -2.146 0.326 0.000
```

As for the expectation value of S²: 8.768. For the LUMO energy (spin up / spin down), the calculation gives 0.38 / -1.19 eV. As for the spin multiplicity: 6. The molar mass is 438.1 g/mol. For the energy above the lowest of the compared OMol25 structures with the same formula, charge and spin, the calculation gives 0.0000 eV.